43
Properties=species:S:1:pos:R:3 method="wB97M-V/def2-TZVPD" e_lumo_ha="-0.419 / -0.521" spin_multiplicity=4 e_tot_ev=-68400.3606 homo_lumo_gap_ev="6.98 / 4.20" total_charge=+3
I 0.290 -0.897 -5.213
I -0.285 1.541 -4.011
Tc 0.031 0.038 -0.847
P -2.224 -0.056 -1.270
C -3.182 1.421 -0.825
C -2.852 -0.625 -2.859
H -3.942 -0.774 -2.831
H -3.960 -1.403 -0.250
H -2.351 -1.566 -3.125
H -2.360 -2.236 -0.245
H -2.927 2.247 -1.505
H -2.596 0.113 -3.633
C -2.880 -1.278 -0.086
H -4.252 1.173 -0.901
H -2.697 -0.934 0.945
H -2.950 1.723 0.210
P 2.309 0.010 -1.211
C 3.217 1.511 -0.742
C 3.003 -1.200 -0.039
H 2.515 -1.444 -3.079
H 4.077 -0.602 -2.801
H 2.674 0.256 -3.551
C 2.980 -0.488 -2.804
H 2.507 -2.169 -0.202
H 4.087 -1.301 -0.192
H 4.299 1.307 -0.778
H 2.940 1.798 0.286
H 2.800 -0.872 0.992
H 2.960 2.336 -1.424
C 0.090 1.959 -0.915
O 0.169 3.132 -1.004
F -0.201 0.227 6.322
C -0.187 -0.040 5.017
C -0.721 0.913 4.164
F -1.274 2.055 4.624
C -0.690 0.708 2.813
F -1.256 1.655 2.026
C -0.055 -0.423 2.252
O 0.130 -0.547 0.948
C 0.431 -1.404 3.175
F 1.023 -2.510 2.687
C 0.381 -1.213 4.534
F 0.928 -2.139 5.348

=====

43
Properties=species:S:1:pos:R:3 method="wB97M-V/def2-TZVPD" e_lumo_ha="-0.526 / -0.526" spin_multiplicity=2 e_tot_ev=-91889.8202 homo_lumo_gap_ev="3.73 / 3.88" total_charge=+3
I 2.805 -1.489 2.165
I 0.500 -2.167 -1.805
V 1.023 -1.029 0.429
P 2.567 0.445 -0.814
C 2.512 2.210 -0.364
C 4.349 0.040 -0.631
H 4.946 0.632 -1.342
H 3.230 1.213 -3.031
H 4.498 -1.029 -0.824
H 2.378 -0.359 -3.106
H 2.543 2.316 0.726
H 4.665 0.255 0.396
C 2.398 0.623 -2.622
H 3.371 2.741 -0.803
H 1.447 1.126 -2.825
H 1.565 2.615 -0.748
P -0.435 -2.945 1.201
C -1.681 -2.310 2.368
C -1.455 -4.106 0.203
H 1.398 -4.464 1.582
H -0.100 -5.018 2.408
H 0.880 -3.662 3.089
C 0.531 -4.150 2.173
H -0.869 -4.523 -0.625
H -1.801 -4.934 0.842
H -2.263 -3.153 2.768
H -2.345 -1.608 1.842
H -2.327 -3.595 -0.219
H -1.176 -1.779 3.183
C -0.028 0.259 1.277
O -0.609 1.056 1.927
F -4.812 4.764 -0.319
C -3.774 3.929 -0.510
C -3.809 2.629 0.009
F -4.908 2.227 0.683
C -2.757 1.764 -0.212
F -2.822 0.499 0.251
C -1.592 2.155 -0.974
O -0.634 1.376 -1.218
C -1.595 3.520 -1.441
F -0.507 3.935 -2.125
C -2.657 4.370 -1.225
F -2.653 5.620 -1.738

=====

50
Properties=species:S:1:pos:R:3 method="wB97M-V/def2-TZVPD" e_lumo_ha=-0.023 e_tot_ev=-84713.9829 homo_lumo_gap_ev=7.56
N -4.162 0.309 -2.192
P -3.013 -0.444 -2.941
C -1.400 -0.400 -2.106
C -0.701 -1.637 -1.916
C 0.491 -1.751 -1.270
C 1.127 -3.114 -1.108
C 2.005 -3.321 0.125
C 2.263 -4.800 0.369
F 1.332 -5.312 1.272
C 1.068 -0.533 -0.791
N 2.237 -0.377 -0.169
S 2.397 1.191 0.150
N 1.036 1.755 -0.467
C 0.382 0.711 -0.967
C -0.874 0.760 -1.634
O -1.520 1.956 -1.767
N -0.753 2.950 -2.617
O -0.728 2.610 -3.707
H -3.772 0.735 -1.358
H -3.234 -1.826 -3.095
H -2.759 0.027 -4.245
H -1.173 -2.542 -2.279
H 1.652 -3.386 -2.027
H 0.293 -3.813 -1.011
H 1.449 -2.955 0.989
H 2.935 -2.766 0.064
H 2.166 -5.367 -0.560
H 3.260 -4.982 0.769
C -7.038 -0.777 1.651
C -6.127 -0.836 2.862
O -4.999 -1.593 2.405
S -4.733 -1.284 0.855
O -3.715 -0.300 0.763
O -4.631 -2.524 0.174
O -6.141 -0.605 0.546
H -7.588 -1.709 1.516
H -7.730 0.060 1.679
H -6.577 -1.344 3.710
H -5.788 0.157 3.161
C 6.459 3.414 1.190
C 6.690 4.891 1.436
O 5.431 5.494 1.105
S 4.234 4.509 1.493
O 3.715 4.859 2.764
O 3.388 4.367 0.364
O 5.123 3.188 1.662
H 6.502 3.169 0.127
H 7.144 2.778 1.743
H 7.463 5.314 0.800
H 6.916 5.097 2.483

=====

34
Properties=species:S:1:pos:R:3 method="wB97M-V/def2-TZVPD" e_above_lowest_ev=0.000 e_lumo_ha=0.029 e_tot_ev=-18801.6260 homo_lumo_gap_ev=9.27 smiles=CCCCn1c([C@H](C)O)nc2ccccc21
C 0.255 4.123 1.270
C -0.118 2.992 0.320
C 1.114 2.425 -0.382
C 0.775 1.273 -1.336
N 0.270 0.118 -0.641
C 0.990 -0.834 0.025
C 2.485 -0.941 0.030
C 2.924 -1.826 -1.149
O 2.924 -1.468 1.256
N 0.248 -1.720 0.629
C -1.048 -1.357 0.375
C -2.243 -1.946 0.772
C -3.416 -1.356 0.353
C -3.415 -0.210 -0.444
C -2.239 0.391 -0.848
C -1.054 -0.192 -0.427
H -0.632 4.517 1.759
H 0.739 4.934 0.729
H 0.939 3.766 2.036
H -0.823 3.365 -0.427
H -0.616 2.199 0.882
H 1.822 2.071 0.370
H 1.601 3.214 -0.958
H 1.669 0.984 -1.897
H 0.012 1.595 -2.050
H 2.953 0.046 -0.060
H 4.003 -1.953 -1.122
H 2.639 -1.375 -2.096
H 2.450 -2.802 -1.066
H 2.294 -2.157 1.508
H -2.238 -2.833 1.385
H -4.362 -1.788 0.644
H -4.358 0.217 -0.751
H -2.252 1.278 -1.464

=====

36
Properties=species:S:1:pos:R:3 method="wB97M-V/def2-TZVPD" e_above_lowest_ev=0.070 e_lumo_ha=0.028 e_tot_ev=-22897.0192 homo_lumo_gap_ev=9.39 smiles="COC(=O)CCCCNC(=O)Nc1ccccc1"
C 6.823 0.454 -0.555
O 5.458 0.174 -0.837
C 4.841 -0.670 -0.002
O 5.382 -1.193 0.935
C 3.387 -0.837 -0.375
C 2.546 0.164 0.425
C 1.058 0.007 0.129
C 0.225 1.019 0.920
N -1.183 0.888 0.638
C -1.877 1.847 -0.024
O -1.411 2.922 -0.339
N -3.204 1.559 -0.285
C -3.907 0.358 -0.215
C -5.260 0.391 0.125
C -5.996 -0.776 0.188
C -5.398 -1.996 -0.088
C -4.064 -2.033 -0.452
C -3.320 -0.868 -0.525
H 6.920 0.905 0.434
H 7.157 1.144 -1.325
H 7.411 -0.465 -0.581
H 3.080 -1.854 -0.131
H 3.266 -0.658 -1.443
H 2.859 1.179 0.173
H 2.726 0.008 1.490
H 0.738 -1.006 0.387
H 0.877 0.158 -0.937
H 0.503 2.037 0.640
H 0.397 0.886 1.994
H -1.658 0.058 0.953
H -3.744 2.380 -0.523
H -5.728 1.341 0.338
H -7.041 -0.734 0.456
H -5.973 -2.908 -0.033
H -3.596 -2.975 -0.696
H -2.295 -0.908 -0.861

=====

41
Properties=species:S:1:pos:R:3 method="wB97M-V/def2-TZVPD" e_lumo_ha=-0.201 e_tot_ev=-56829.1982 homo_lumo_gap_ev=4.33 total_charge=+1
C 2.995 2.851 3.719
C 1.771 2.177 3.196
C 0.626 2.896 2.816
P 0.440 4.725 2.845
O 0.260 5.180 4.204
O 1.671 5.348 2.060
O -0.818 4.945 1.897
N -0.448 2.214 2.444
N -0.599 0.918 2.388
C 0.452 0.184 2.698
S 0.224 -1.553 2.505
C 1.669 0.782 3.103
S 3.019 -0.253 3.605
H 2.999 3.923 3.573
H 3.046 2.679 4.792
H 3.892 2.429 3.287
H 2.181 4.695 1.565
H -0.617 4.757 0.969
H -1.276 2.744 2.182
H 0.230 -1.827 3.816
H 3.801 -0.077 2.529
N -0.803 -0.345 -2.979
C -1.617 0.134 -1.991
C -1.031 -0.163 -0.789
C 0.190 -0.843 -1.069
C 0.298 -0.940 -2.430
H -0.988 -0.277 -3.965
H -2.542 0.632 -2.225
H -1.442 0.067 0.179
H 0.898 -1.236 -0.357
H 1.056 -1.385 -3.051
N -1.970 -3.497 -3.691
C -2.917 -3.997 -4.544
C -2.547 -5.271 -4.880
C -1.330 -5.552 -4.201
C -1.001 -4.439 -3.475
H -1.984 -2.581 -3.282
H -3.769 -3.408 -4.836
H -3.088 -5.930 -5.537
H -0.764 -6.467 -4.241
H -0.166 -4.238 -2.826